ORCA calculation (ωB97M-V/def2-TZVPD) on the ion C4H10N2O with charge -1 in a non-equilibrium geometry.

Calculated values
* <S²>: 0.753
* 2S+1: 2
* total charge: -1
* E_LUMO (spin up / spin down): 3.95 / 3.88 eV
* relative energy (zero: lowest compared OMol25 entry of this formula, charge and spin): 42.9 kcal/mol
* E: -9334.983 eV
* HOMO (spin up / spin down): 1.0 / -3.2 eV

Structure (XYZ):
```
17
Properties=species:S:1:pos:R:3:forces:R:3
O -0.160 2.483 0.747 -1.6499 2.6046 4.1135
N -1.406 -1.039 -0.919 0.9943 3.0039 -1.5632
N 0.278 -1.992 1.192 -1.1138 -0.7054 -0.4062
C 0.153 1.129 -0.987 -2.0189 -0.1771 -2.4970
C 0.462 2.424 -0.303 0.7381 -2.2090 -1.4225
C 0.550 -0.648 0.727 0.0940 2.4614 1.2672
C -0.601 0.010 -0.173 0.6844 -0.7885 1.2841
H -1.520 -1.830 -0.362 0.1253 -1.5037 0.9533
H -0.552 -2.054 1.796 0.6922 0.3122 -0.3307
H 1.112 0.776 -1.283 0.4866 -0.8791 -1.1034
H -1.347 0.432 0.538 0.7529 0.1613 -0.6002
H 1.018 -2.511 1.621 0.4843 0.1875 0.1440
H -0.958 -1.291 -1.799 0.0209 -0.0939 0.3571
H 0.741 0.052 1.606 -0.8355 -0.4585 -0.7782
H 1.224 3.089 -0.737 -0.0398 0.2371 0.1121
H -0.518 1.413 -1.912 0.8499 -0.8275 0.8531
H 1.524 -0.443 0.250 -0.2649 -1.3253 -0.3829
```
Forces are in eV/Å.

These are the Mulliken partial charges, in e, on atoms 1 to 4: -0.5189 -0.6782 -0.5971 -1.0880


ORCA calculation (ωB97M-V/def2-TZVPD) on a cluster of 12 separate species, C33H61F3N4O27S5 in total in a non-equilibrium geometry.

Calculated values
* E_LUMO: -0.19 eV
* E: -158769.020 eV
* HOMO: -9.7 eV

Structure (XYZ):
```
133
Properties=species:S:1:pos:R:3:forces:R:3
S -1.199 0.967 0.170 0.7355 -0.3150 0.3803
S 0.125 -4.903 1.771 -0.5149 -0.0199 0.3534
S -1.515 -0.186 5.147 -0.4765 0.5132 0.7339
S 5.874 -1.823 2.610 -1.5438 0.2586 0.4844
S 4.306 3.216 1.136 0.4822 0.2966 -0.9907
F -4.488 3.729 2.149 -0.6455 -0.1818 -0.0727
F -0.596 -3.762 -8.825 -0.3239 0.4285 -0.0857
F 2.895 -3.066 -1.683 -0.2787 0.1129 0.0858
O -5.153 -0.720 -4.398 0.1792 -0.4260 -0.3100
O 1.242 -3.408 -5.982 0.6331 0.2458 0.5637
O -4.151 3.482 -1.237 -0.0297 0.5851 -0.0101
O -1.444 2.400 0.033 0.5511 -0.5444 -0.4342
O -0.054 4.897 1.600 0.4193 -0.0282 -0.1152
O 0.682 -1.286 -5.355 0.3507 0.0999 0.5711
O -4.604 2.177 0.481 -0.1124 -0.1022 0.8073
O 0.039 -2.148 -7.334 -0.1418 1.0165 -0.1550
O -6.666 -1.774 1.699 -0.1340 0.6709 -0.0597
O 5.194 -2.333 -3.633 0.4973 0.3041 -0.2847
O 1.351 -4.200 2.124 -0.7714 -0.2037 -0.5594
O 6.534 -2.913 1.918 -0.1513 0.5063 0.3252
O -4.716 -2.064 2.529 -0.0004 0.4120 0.3874
O 5.667 3.126 1.628 -0.5878 -0.1978 0.2741
O -5.186 1.521 -1.567 -0.4051 -0.0915 -0.2245
O -4.267 -1.115 -2.495 -0.0689 -0.9209 0.2933
O 3.203 2.503 1.765 0.6333 0.5366 -0.1331
O 6.242 -1.431 3.958 0.3202 -0.3193 -0.7949
O -0.393 0.733 5.049 -0.5475 -0.3578 -0.4381
O -1.581 5.516 2.965 0.0557 -0.2024 0.3441
O -1.256 2.820 -3.343 0.2149 -0.0998 -0.0575
O -2.021 0.277 1.171 0.7698 0.4421 -0.8804
O -1.410 -1.543 4.680 0.3306 -0.0528 -0.0482
O -1.721 4.795 -2.672 0.1439 0.5417 0.1917
O 5.422 -0.173 -3.104 -0.1599 0.4006 0.4138
O -0.050 -6.259 2.250 -0.0230 0.4040 -0.1663
O 3.443 -1.250 -2.867 -1.0762 0.4462 0.0833
N -0.936 3.924 -2.943 -0.2764 -0.5174 -0.3875
N -5.487 -1.501 1.765 0.7271 -1.9318 -0.6395
N -0.720 4.740 2.603 -0.1515 -0.1114 -0.6610
N -5.166 -1.239 -3.302 -0.6075 1.2561 -0.6122
C -3.051 0.505 4.496 -0.4651 0.5547 -0.0528
C -0.549 3.472 3.345 -0.1605 -0.7304 0.7899
C 4.164 -3.301 -3.654 -0.1417 -0.0207 0.2748
C -4.718 2.346 -0.855 0.4964 -0.1619 -0.4079
C 4.187 4.137 -1.389 0.5259 -0.8807 -0.8246
C -3.823 1.090 5.700 0.7967 -0.7781 0.1031
C 0.887 -4.218 -7.092 -0.5552 -0.4923 -0.4098
C -2.084 -0.142 6.864 -0.0678 0.4696 0.6689
C -3.753 4.228 -0.082 0.2730 0.3590 0.3215
C 1.218 0.453 -0.886 -0.2361 -0.8561 0.6902
C -3.863 3.193 1.054 0.9046 1.8718 0.0398
C 0.606 0.634 0.500 -1.5170 0.5602 0.1388
C 4.568 -0.587 0.621 -0.0266 -0.0130 -1.2776
C -1.333 -3.948 -0.314 0.4469 0.6341 -0.0600
C -1.229 0.150 -1.478 0.0370 -0.3419 1.2709
C 3.956 5.004 0.877 -0.1254 -0.9967 0.3608
C 5.780 -0.366 1.505 0.2386 -0.6131 1.1911
C 2.993 -2.561 -2.969 1.0114 -1.3274 0.4714
C 4.589 5.292 -0.479 -0.5895 0.0972 0.5069
C -6.489 -1.848 -2.892 0.7078 0.4712 0.4594
C -3.590 0.052 6.810 -0.9097 -0.8607 -0.2015
C 0.682 -2.176 -6.122 -0.7910 -1.0583 -1.3139
C -0.162 -4.906 -0.059 -0.0936 0.2843 0.3047
C 3.734 -1.807 1.067 0.3997 -0.3352 0.8441
C 4.370 2.796 -0.653 -0.4662 0.5661 0.6115
C 4.069 -2.084 2.546 -0.5024 0.1834 -0.4014
C -2.228 -4.042 0.922 0.1897 -0.1722 0.8166
C -4.859 -0.565 0.772 -1.3898 -0.4737 1.1289
C -1.370 -3.880 2.174 1.6572 0.4483 -0.2480
C 4.759 -1.148 -3.161 0.4104 -0.8158 -0.9694
C 0.434 -3.218 -8.136 0.5869 -0.8127 0.4608
C 0.526 4.149 -2.755 -0.6346 0.1748 1.1366
C 0.205 -0.321 -1.753 0.0288 0.8767 -1.0023
H 0.696 5.213 -2.621 0.0875 0.0252 -0.5617
H 3.941 -3.653 -4.662 0.0288 0.3825 -0.0848
H 0.688 3.720 -1.762 0.2688 -0.2714 -0.2000
H -0.951 -2.943 -0.522 -0.0813 0.1366 0.4679
H 0.531 -0.236 1.155 0.3666 -0.3355 -0.3552
H 2.100 -0.180 -0.811 0.2550 0.3426 -0.0321
H -1.700 -0.989 7.429 -0.1222 -0.1815 -0.2149
H -5.513 -0.591 -0.091 0.1136 0.4794 0.0109
H -4.383 5.109 0.056 -0.4830 -0.3591 0.1068
H -3.857 -0.903 0.568 0.0856 0.0996 0.1575
H 5.654 0.457 2.207 0.1616 0.1555 -0.1639
H -6.577 -1.464 -1.879 -0.4380 -0.4728 0.0941
H 3.717 -3.049 2.909 0.5512 -0.3013 -0.2720
H 1.660 -4.895 -7.446 0.4160 0.3109 0.3749
H 2.012 -2.702 -3.414 0.0434 0.6413 -0.2175
H -1.740 -4.096 3.174 -0.3412 -0.7356 -0.2929
H 3.527 2.132 -0.819 0.2077 -0.2111 -0.1401
H -4.914 0.351 1.360 0.3437 0.0415 -0.7720
H 4.907 -0.693 -0.414 0.0024 -0.3101 0.0450
H -4.088 0.304 7.747 0.5910 0.4491 0.1811
H 3.160 4.167 -1.758 -0.1577 0.5270 0.4499
H 6.756 -0.341 1.025 -0.1252 0.2663 -0.2144
H -3.033 -3.313 0.970 -0.1997 -0.2050 -0.2602
H 2.672 -1.591 0.971 -0.0482 -0.2373 -0.1084
H 1.046 3.623 -3.544 0.1697 0.1530 -0.0034
H 5.324 2.324 -0.865 -0.0271 -0.1228 0.1535
H 0.379 -1.395 -1.702 -0.3485 -0.0362 0.4077
H -0.476 -5.890 -0.397 0.3949 -0.2623 0.4104
H -7.255 -1.444 -3.541 0.1042 0.0660 -0.0822
H -4.104 -0.889 6.576 0.2139 -0.0165 -0.4384
H -3.366 2.020 6.039 -0.2841 0.2515 -0.2169
H -2.873 2.905 1.412 -0.5443 -0.5101 -0.1616
H -2.581 -5.076 0.947 -0.6097 0.1597 -0.0517
H -1.929 -0.670 -1.327 -0.1694 0.0641 -0.3559
H -2.754 4.646 -0.184 0.1551 -0.5411 -0.2864
H 3.516 -1.384 3.177 0.6537 0.4099 0.1472
H -0.983 -2.867 2.322 0.0101 0.0832 -0.4641
H 1.209 -2.928 -8.843 -0.1142 0.2601 -0.1542
H 4.545 -4.143 -3.077 -0.4910 -0.0429 0.1585
H 5.653 5.372 -0.255 0.1607 -0.2624 -0.6131
H -1.696 0.769 7.324 0.4455 -0.0663 -0.2330
H -0.868 3.632 4.369 -0.0211 0.0401 -0.0420
H -1.179 2.704 2.894 -0.2329 0.3021 -0.1617
H 0.391 -0.046 -2.793 0.1633 -0.2409 -0.0409
H 3.989 -2.712 0.520 -0.1119 0.1336 -0.2821
H 4.472 5.531 1.676 -0.3266 0.0037 0.1999
H 2.868 5.051 0.935 0.0015 0.4320 -0.0734
H 4.762 4.095 -2.316 0.2224 0.1830 0.1348
H 0.450 3.047 3.320 0.2460 0.6075 -0.2234
H 4.263 6.251 -0.879 -0.0334 0.0102 0.0387
H 3.917 0.284 0.544 0.1481 0.1510 0.6045
H 1.472 1.402 -1.354 -0.0029 0.0831 0.1234
H 0.802 -4.623 -0.477 -0.1042 0.0317 -0.2363
H 0.010 -4.821 -6.852 -0.0057 -0.0242 0.2139
H 0.960 1.453 1.125 0.1880 0.1495 -0.2624
H -1.573 0.880 -2.203 -0.1861 -0.0182 0.0693
H -6.457 -2.929 -2.964 0.2182 -0.0144 0.1911
H -4.878 1.194 5.464 0.0250 0.2736 -0.0163
H -2.841 1.214 3.697 0.1288 -0.0110 0.0348
H -3.646 -0.312 4.088 0.3149 -0.2087 -0.1112
H -1.899 -4.186 -1.215 0.0680 -0.3715 0.0315
```
Forces are in eV/Å.

These are the Mulliken partial charges, in e, on atoms 1 to 4: 0.8759 0.9534 1.1731 1.1632


ORCA calculation (ωB97M-V/def2-TZVPD) on a cluster of 2 separate species, C27H47NO9PS in total in a non-equilibrium geometry.

Calculated values
* total charge: +1
* E_LUMO: -7.78 eV
* E: -68785.046 eV
* HOMO: -11.1 eV

Structure (XYZ):
```
86
Properties=species:S:1:pos:R:3:forces:R:3
S -1.771 -2.279 -3.476 0.3297 0.5139 0.1071
P 6.275 -1.116 -1.474 4.6563 1.9233 -0.4434
O 5.403 -1.146 -2.931 0.8071 -0.3495 2.1958
O 2.374 -3.113 1.015 0.1095 0.9019 2.2476
O -2.957 -2.954 -0.478 1.2827 0.1546 -0.0129
O 2.208 -3.388 -0.317 0.3323 0.4310 -2.2080
O 1.117 2.064 -2.333 -1.0285 -4.1570 1.2910
O -3.819 2.328 1.215 -0.8460 4.8070 2.5759
O 6.313 -2.589 -0.625 -0.9961 1.8248 -2.7536
O 1.468 -2.565 -3.951 -1.0045 2.2197 3.2283
O 7.710 -0.633 -1.803 -3.5626 -1.5617 0.7533
N -4.205 3.180 2.128 0.3983 -9.3778 -2.4525
C 2.893 0.504 -0.093 0.0916 -0.5075 -1.6930
C 5.353 -2.453 -5.085 0.2372 0.1415 0.1530
C -1.877 2.876 3.065 -0.1349 -0.3754 -0.7888
C -3.397 2.918 3.365 2.8060 2.4793 2.3340
C 0.898 0.863 -2.039 0.5463 1.2540 -0.2670
C -2.023 -0.638 0.059 -1.1320 -0.6984 0.2611
C 5.583 0.172 -0.238 -0.8470 -0.5034 0.3711
C -5.688 3.079 2.260 -3.1086 2.9397 -0.9236
C 6.226 -1.540 -4.065 0.8476 -2.4441 -1.5600
C 2.069 -1.419 -1.775 -0.0577 2.8311 0.9133
C 1.114 -1.828 -3.010 0.2371 -0.9128 -0.8860
C -0.378 -1.214 -2.922 1.9271 1.9836 0.0074
C -3.824 1.605 4.061 -1.1019 -0.7965 -0.4114
C -1.782 -2.223 -0.012 0.3687 -0.3648 1.5076
C -6.225 4.432 2.814 0.2001 0.5033 0.3122
C -0.475 0.105 -2.418 -0.6249 -1.9838 -0.9788
C -3.531 4.074 4.388 -0.5342 0.3549 -0.0612
C -6.143 1.869 3.129 0.8911 -1.1353 0.6016
C -2.845 -0.028 -1.177 0.4667 0.3925 -0.2343
C -1.914 0.765 -2.252 -0.2647 0.6286 0.4449
C 1.984 -0.071 -1.292 -0.8666 -2.2512 -0.6812
C 3.058 -2.473 -1.107 -1.2179 0.2073 -0.7223
C 6.283 -3.752 -1.495 -0.3928 -2.8331 0.7431
C -6.431 2.926 0.901 0.8331 -0.5711 -0.3197
C 4.299 0.965 -0.791 0.0852 0.8510 1.3206
C 5.611 -4.949 -0.613 -0.0780 0.3014 -0.7723
C -5.315 1.592 4.377 0.0255 0.3628 0.0617
H -6.119 3.691 0.185 0.0141 -0.0262 0.1367
H 5.650 -4.722 0.510 0.1036 -0.3492 -1.7422
H 5.625 -3.649 -2.418 1.0252 0.3472 1.1361
H -1.590 2.020 2.451 -0.1423 0.0750 -0.0434
H -3.442 -0.816 -1.755 1.0170 0.9157 1.1670
H -6.907 4.289 3.654 0.1142 -0.0497 -0.0648
H 4.234 0.915 -1.927 0.0392 0.1091 1.6109
H -7.510 3.027 1.047 0.2630 0.1059 0.3190
H -5.438 5.113 3.137 -0.0181 -0.1628 0.0979
H 6.701 -0.678 -4.634 -0.8317 -0.8286 1.1418
H -1.303 2.801 3.991 -0.3823 0.0644 0.0048
H -6.112 0.958 2.517 0.1340 0.2695 -0.2520
H -2.526 0.803 -3.224 1.2994 -0.1971 1.1960
H 1.833 -2.318 1.255 0.1965 -0.7960 -0.7166
H 6.154 -5.915 -0.871 -0.7161 1.1839 0.5796
H 6.443 0.890 0.031 -1.1845 -1.3487 -0.9403
H -2.668 -3.879 -0.663 -0.3008 1.1277 0.1892
H -1.031 -0.111 0.277 -1.2374 -0.6997 -0.5531
H 2.421 1.399 0.431 0.4252 -1.2736 -0.8815
H -3.582 0.740 3.432 0.0781 0.2212 -0.2143
H 3.048 -0.337 0.673 -0.1492 1.3344 -1.1406
H -2.677 -0.464 0.999 0.9897 -0.3104 -1.3452
H -3.604 0.710 -0.740 1.0407 -0.9064 -0.8163
H -5.555 2.316 5.160 0.0793 -0.0364 -0.0119
H -1.709 -2.466 -4.852 0.7784 0.5852 1.0309
H -7.190 1.995 3.419 0.1441 0.4365 -0.3507
H -3.259 1.469 4.988 0.1932 0.4641 -0.2514
H -6.759 5.001 2.048 0.0134 -0.3367 0.0234
H -5.588 0.612 4.781 -0.0067 0.0928 -0.0953
H -4.533 4.178 4.806 0.0611 -0.0085 -0.1117
H -0.839 -2.533 -0.574 -1.2579 0.6252 0.4104
H -1.555 3.788 2.553 -0.0898 -0.0831 0.0497
H 3.536 -3.085 -1.938 -0.4675 0.7733 1.2220
H 5.336 -0.374 0.750 0.2746 0.7246 -1.5686
H -2.872 3.907 5.244 0.0366 -0.1968 -0.3040
H 3.790 -2.022 -0.363 -0.8206 -0.5671 -1.3568
H 7.329 -4.127 -1.803 -1.4468 1.1629 0.4873
H 7.077 -2.233 -3.708 -1.1820 1.3917 -0.4489
H 4.767 -1.776 -5.791 0.4879 -1.0798 1.0489
H 6.033 -3.121 -5.736 -0.8062 1.2717 1.0672
H -3.246 5.032 3.941 -0.0194 -0.1691 0.0613
H 4.438 2.063 -0.462 -0.1249 -1.6783 -0.8456
H -1.620 -2.564 1.083 0.0390 0.5819 -1.5619
H 4.518 -5.083 -0.932 1.5065 0.2147 0.6546
H -6.272 1.946 0.443 0.1182 0.1272 0.0558
H -1.818 1.862 -1.908 0.1596 -1.6903 -0.5194
H 4.669 -3.190 -4.522 0.8725 1.4044 -0.8147
```
Forces are in eV/Å.

These are the Mulliken partial charges, in e, on atoms 1 to 4: -0.1608 0.9536 -0.2124 -0.3797


ORCA calculation (ωB97M-V/def2-TZVPD) on the molecule C4H13N3 in a non-equilibrium geometry.

Calculated values
* E_LUMO: 1.16 eV
* relative energy (zero: lowest compared OMol25 entry of this formula, charge and spin): 19.3 kcal/mol
* E: -8828.574 eV
* HOMO: -8.4 eV

Structure (XYZ):
```
20
Properties=species:S:1:pos:R:3:forces:R:3
N 0.000 -0.115 -0.343 -0.3109 0.7073 0.3686
N -2.121 1.750 0.050 -0.3400 0.1935 -0.5788
N 2.712 0.703 0.483 -0.1101 -0.8633 -0.5220
C -2.415 0.441 -0.551 0.0123 -0.3239 0.2291
C 2.405 -0.646 -0.071 0.7427 0.4041 0.5350
C -1.365 -0.595 -0.194 0.5307 -1.4157 0.1794
C 0.984 -1.019 0.209 -0.8242 -0.8235 -0.4884
H 0.041 0.771 0.154 0.2033 0.1031 -0.2985
H -2.585 2.423 -0.549 0.2934 0.2906 0.0521
H 2.696 -0.618 -1.119 -0.5424 -0.0252 -0.2231
H 2.916 0.629 1.473 0.2117 0.1555 -0.1532
H -1.531 -1.078 0.787 -0.1286 0.8082 0.5317
H 0.753 -1.993 -0.250 0.3380 -0.0314 0.1352
H -2.474 0.555 -1.634 0.2339 0.0741 -0.0031
H 3.526 1.016 -0.033 0.0716 0.3520 0.5258
H -1.463 -1.522 -0.777 -0.1900 0.4081 -0.6764
H 0.889 -1.187 1.299 -0.1559 0.1839 -0.0129
H 3.024 -1.445 0.369 0.0478 0.1891 0.0336
H -3.392 0.071 -0.233 -0.1012 -0.1832 -0.0245
H -2.598 1.858 0.931 0.0178 -0.2032 0.3905
```
Forces are in eV/Å.

These are the Mulliken partial charges, in e, on atoms 1 to 4: -0.3802 -0.6042 -0.5723 -0.4011


ORCA calculation (ωB97M-V/def2-TZVPD) on a cluster of 2 separate species, C6H12N3O in total in a non-equilibrium geometry.

Calculated values
* total charge: +1
* E_LUMO: -2.44 eV
* relative energy (zero: lowest compared OMol25 entry of this formula, charge and spin): 0.0 kcal/mol
* E: -12929.517 eV
* HOMO: -13.1 eV

Structure (XYZ):
```
22
Properties=species:S:1:pos:R:3:forces:R:3
O 0.425 0.448 -0.611 -0.0376 0.3536 0.3382
N 1.374 0.579 -2.659 -0.4284 -0.7418 0.4916
N -1.072 -0.404 3.745 0.5399 -0.1247 1.1981
N -0.792 -0.108 1.641 0.2349 -0.1303 0.8358
C 0.444 -1.554 -1.963 -0.2079 -0.3164 0.2439
C -0.142 -0.219 2.803 -0.5699 0.0313 -0.5073
C -2.146 -0.223 1.839 -0.1000 -0.0819 0.5366
C -2.325 -0.412 3.183 -0.4854 0.0167 -0.3870
C 1.713 1.980 -2.506 0.2370 0.6254 -0.1372
C 0.735 -0.099 -1.665 0.6944 -0.2082 -1.7002
H 2.390 2.131 -1.648 -0.2943 -0.0749 -0.3379
H -3.232 -0.549 3.772 0.4767 0.0707 -0.2740
H -0.862 -0.523 4.752 -0.2717 0.1344 -1.1144
H 2.222 2.330 -3.420 -0.2550 -0.1965 0.4465
H -0.205 -1.655 -2.849 0.2927 0.0695 0.3272
H -2.867 -0.162 1.023 0.3780 -0.0170 0.4114
H -0.327 0.043 0.727 0.2813 0.1109 -0.5518
H 0.937 -0.168 2.953 -0.5204 -0.0130 -0.0852
H -0.071 -2.002 -1.096 0.2438 0.1629 -0.4321
H 1.377 -2.115 -2.146 -0.3609 0.2584 0.0399
H 1.616 0.088 -3.523 -0.2129 0.3395 0.7007
H 0.808 2.591 -2.351 0.3658 -0.2686 -0.0428
```
Forces are in eV/Å.

These are the Mulliken partial charges, in e, on atoms 1 to 4: -0.7927 -0.1703 -0.1040 0.0197